1.
Below is a gas-phase ion, C12H26N3OS (charge +1), with properties calculated with ωB97M-V/def2-TZVPD.

Last column: Löwdin charge in e.
Geometry (Å):
C1 3.68 -1.28 0.08  -0.054
C2 3.27 -1.24 -1.38  -0.234
O1 1.87 -1.50 -1.50  -0.204
C3 1.34 -1.29 -2.80  -0.180
C4 0.87 0.16 -3.00  -0.142
C5 -0.30 0.48 -2.08  -0.177
N1 0.04 0.21 -0.66  0.035
C6 0.62 1.31 0.12  -0.759
S1 1.11 2.69 -0.57  0.862
N2 0.61 1.07 1.46  -0.135
C7 0.55 -0.28 1.99  -0.113
C8 -0.92 -0.72 2.18  -0.127
N3 -1.74 0.13 1.31  -0.225
C9 -3.10 -0.39 1.13  -0.226
C10 -3.87 0.35 0.05  -0.064
C11 -1.73 1.51 1.83  -0.121
C12 -0.29 1.93 2.21  -0.118
H1 3.28 -0.43 0.62  0.065
H2 4.76 -1.25 0.14  0.088
H3 3.34 -2.21 0.53  0.086
H4 3.50 -0.26 -1.81  0.126
H5 3.81 -2.00 -1.96  0.131
H6 2.09 -1.56 -3.56  0.134
H7 0.49 -1.98 -2.90  0.136
H8 0.57 0.30 -4.03  0.132
H9 1.70 0.84 -2.79  0.096
H10 -0.59 1.53 -2.18  0.097
H11 -1.15 -0.16 -2.34  0.131
H12 0.73 -0.60 -0.72  0.129
H13 -0.84 -0.01 -0.03  0.142
H14 1.07 -0.27 2.95  0.139
H15 1.09 -0.97 1.34  0.105
H16 -1.05 -1.76 1.90  0.130
H17 -1.23 -0.61 3.23  0.135
H18 -3.66 -0.34 2.08  0.129
H19 -3.01 -1.45 0.86  0.123
H20 -4.11 1.36 0.34  0.074
H21 -3.30 0.38 -0.88  0.066
H22 -4.80 -0.18 -0.14  0.085
H23 -2.10 2.16 1.04  0.122
H24 -2.40 1.60 2.69  0.137
H25 -0.10 1.79 3.28  0.133
H26 -0.11 2.97 1.97  0.111

Calculated values
Charge   +1
HOMO energy   -12.39 eV
Kohn-Sham gap   8.992 eV
Energy above the lowest of the compared OMol25 structures with the same formula, charge and spin   0.794 eV
E_LUMO   -3.398 eV
DFT total energy   -30212.0961 eV

2.
Below is a gas-phase ion, C12H26N3OS (charge +1), with properties calculated with ωB97M-V/def2-TZVPD.

Last column: Löwdin charge in e.
Geometry (Å):
C1 -1.12 0.89 4.11  -0.060
C2 -1.87 2.08 3.54  -0.242
O1 -1.16 2.54 2.39  -0.213
C3 -1.81 3.58 1.66  -0.183
C4 -1.06 3.78 0.34  -0.124
C5 -1.15 2.54 -0.53  -0.126
N1 -0.52 1.39 0.18  0.031
C6 -1.07 0.07 -0.18  -0.746
S1 -2.39 -0.38 0.68  0.800
N2 -0.49 -0.58 -1.19  -0.095
C7 0.75 -0.25 -1.85  -0.104
C8 1.84 -1.24 -1.40  -0.163
N3 1.43 -2.57 -1.76  -0.188
C9 2.47 -3.57 -1.59  -0.245
C10 3.58 -3.42 -2.63  -0.079
C11 0.19 -2.91 -1.08  -0.157
C12 -0.90 -1.94 -1.51  -0.134
H1 -0.09 1.17 4.33  0.084
H2 -1.13 0.06 3.42  0.048
H3 -1.60 0.58 5.03  0.087
H4 -2.89 1.79 3.24  0.121
H5 -1.93 2.90 4.26  0.132
H6 -2.85 3.30 1.47  0.138
H7 -1.80 4.50 2.25  0.140
H8 -0.02 4.03 0.56  0.129
H9 -1.50 4.63 -0.19  0.134
H10 -2.19 2.28 -0.70  0.132
H11 -0.66 2.70 -1.50  0.134
H12 -0.79 1.60 1.23  0.110
H13 0.50 1.43 0.11  0.169
H14 1.06 0.78 -1.67  0.116
H15 0.60 -0.38 -2.92  0.144
H16 2.77 -1.00 -1.91  0.122
H17 2.00 -1.13 -0.30  0.136
H18 2.00 -4.55 -1.73  0.119
H19 2.90 -3.55 -0.58  0.125
H20 3.15 -3.33 -3.62  0.081
H21 4.20 -2.55 -2.44  0.063
H22 4.22 -4.30 -2.60  0.078
H23 -0.10 -3.92 -1.36  0.133
H24 0.30 -2.88 0.02  0.137
H25 -1.84 -2.16 -1.00  0.077
H26 -1.05 -2.00 -2.59  0.142

Calculated values
Charge   +1
HOMO energy   -11.77 eV
Kohn-Sham gap   8.831 eV
Energy above the lowest of the compared OMol25 structures with the same formula, charge and spin   0.381 eV
E_LUMO   -2.934 eV
DFT total energy   -30212.5083 eV

3.
Below is a molecular structure, C12H26N6O6STi at a distorted geometry, with properties calculated with ωB97M-V/def2-TZVPD.

Last column: Löwdin spin population.
Geometry (Å):
O1 -1.74 -1.15 -5.40  0.005
H1 -1.42 -0.20 -5.58  0.000
Ti1 -0.19 0.39 -1.17  -0.011
N1 0.22 1.78 0.42  0.004
N2 1.30 1.72 -1.99  -0.005
N3 -0.97 -0.83 0.34  0.263
N4 -0.30 -1.68 -2.05  0.023
O2 -0.46 1.91 1.52  0.003
O3 -1.33 -0.35 1.55  0.185
O4 0.00 -2.02 -3.21  0.384
O5 1.62 0.50 -2.25  0.000
C1 1.98 2.37 -1.00  0.003
C2 1.21 2.66 0.18  -0.002
C3 -1.16 -2.15 0.12  -0.082
C4 -0.73 -2.63 -1.16  0.197
C5 1.58 3.67 1.21  0.000
H2 2.16 3.20 2.00  0.000
H3 0.66 4.07 1.66  0.000
H4 2.14 4.50 0.77  0.000
C6 3.42 2.77 -1.13  0.000
H5 3.72 2.64 -2.18  0.000
H6 4.12 2.20 -0.48  0.000
H7 3.55 3.85 -0.90  0.000
C7 -1.69 -2.99 1.22  -0.022
C8 -0.79 -4.08 -1.52  0.027
H8 -2.64 -2.63 1.62  -0.005
H9 -1.01 -2.99 2.09  -0.006
H10 -1.84 -4.03 0.93  0.000
H11 -0.03 -4.25 -2.30  0.002
H12 -1.77 -4.37 -1.93  0.012
H13 -0.62 -4.76 -0.68  0.004
H14 -1.05 0.67 1.62  0.001
H15 -1.63 -1.06 -4.39  0.000
C9 -1.69 1.55 -1.54  0.002
H16 -1.02 1.57 -2.41  0.001
H17 -2.12 0.45 -1.55  0.000
H18 -2.63 1.99 -2.05  0.000
O6 -4.43 2.72 -2.49  0.000
H19 -5.16 2.03 -2.29  0.000
H20 -4.49 3.26 -1.67  0.000
S1 2.11 -0.51 0.12  0.017
C10 1.76 -0.74 1.78  0.000
N5 1.27 -1.86 2.33  -0.001
C11 0.82 -1.69 3.69  0.000
C12 1.12 -0.20 3.95  0.000
N6 1.78 0.21 2.74  0.003
H21 1.22 -2.73 1.80  0.000
H22 1.38 -2.33 4.38  0.000
H23 -0.26 -1.90 3.79  0.000
H24 1.79 -0.07 4.81  0.000
H25 0.20 0.37 4.12  0.000
H26 2.01 1.18 2.54  0.000

Calculated values
Charge   +1
Expectation value of S²   0.84
HOMO energy (alpha / beta)   -11.07 / -11.07 eV
Kohn-Sham gap (alpha / beta)   6.444 / 5.212 eV
2S+1   2
E_LUMO (alpha / beta)   -4.631 / -5.863 eV
DFT total energy   -68027.8815 eV

- DFT total energy of number 2 (C12H26N3OS)?
  -30212.5083 eV